1.
74
Properties=species:S:1:pos:R:3:forces:R:3:mulliken_charge:R:1 method="wB97M-V/def2-TZVPD" relative_energy_kcal_mol=0.0 orbital_gap_ev="5.53 / 5.53" e_homo_ev="-4.584 / -4.585" total_energy_ha=-4498.1008 e_lumo_ev="0.949 / 0.949" charge=-1
K 1.228976 -0.791946 -0.759501 -0.2 0.4 -0.3 0.75
C 0.309411 -3.315279 -3.942025 0.0 -0.2 0.1 -0.92
C -1.065937 -3.272759 -3.321215 0.5 0.7 1.7 0.31
C -1.349371 -3.886220 -2.082268 -1.2 -0.1 -1.0 -0.72
C -2.660373 -3.900793 -1.530659 0.6 0.6 -1.8 0.78
C -3.039037 -4.793338 -0.425991 0.1 1.1 2.5 -1.41
C -3.610365 -3.135983 -2.181245 -1.0 -0.1 -1.8 -0.70
C -3.296258 -2.406083 -3.368325 0.1 -0.8 2.2 1.03
C -4.301523 -1.600404 -4.029640 -2.0 2.0 -0.6 -1.48
C -2.026724 -2.418320 -3.862024 0.6 -0.6 -0.1 -0.69
H 0.540275 -2.348191 -4.407576 0.1 -0.3 0.1 -0.01
H 0.304463 -4.069956 -4.754045 0.3 0.3 0.5 0.33
H 1.084312 -3.546658 -3.177691 -0.4 0.0 -0.7 0.28
H -0.631844 -4.524812 -1.619025 0.7 -0.3 0.2 0.48
H -3.464303 -4.170612 0.412934 0.2 -0.5 -0.7 0.33
H -2.148662 -5.232677 0.032282 -0.2 -0.4 -0.2 0.35
H -3.801474 -5.520293 -0.650883 0.0 -0.4 -0.4 0.32
H -4.709882 -3.249717 -2.011843 1.1 0.2 0.5 0.28
H -3.859873 -0.821989 -4.671153 0.0 -0.3 0.1 0.39
H -4.977399 -1.043232 -3.333683 0.6 -0.5 -0.3 0.34
H -4.976205 -2.177205 -4.668598 0.1 -0.2 0.0 0.29
H -1.776621 -1.762457 -4.681783 0.1 -0.1 -0.3 0.41
N 4.093068 -0.156886 -1.045209 -1.7 0.3 0.6 -0.50
N 4.454788 0.673447 -2.080033 0.4 0.7 -2.3 0.05
C 4.716654 2.002434 -1.854101 -0.6 -0.4 -1.7 0.30
N 4.670197 2.808010 -2.989426 0.3 -1.7 1.5 -0.20
S 4.940195 2.540989 -0.295246 0.3 0.5 0.0 -0.46
H 3.957432 0.505177 -0.284865 -0.2 -0.1 0.6 0.20
H 4.789760 -0.789115 -0.733097 1.3 -0.4 -0.2 0.19
H 4.045307 0.407213 -3.001023 0.4 0.3 1.0 0.10
H 4.533152 2.509681 -3.952511 -0.1 -0.3 0.4 0.08
H 4.778345 3.770001 -2.822522 0.2 1.0 0.2 0.17
S -1.531573 1.076151 0.873460 -0.2 0.0 -1.4 -0.64
C -0.793361 0.788688 2.365693 -0.8 2.5 1.3 0.14
N -1.089889 1.553551 3.474905 1.4 0.4 -2.6 -0.46
N -1.697091 2.738771 3.165478 -0.2 -1.0 -0.4 0.25
C -2.049661 3.588769 4.170133 -0.3 -0.1 2.7 0.57
C -2.829757 4.746789 3.962841 1.4 -0.7 -0.5 -0.68
C -3.102928 5.615380 4.966394 -0.1 1.0 1.7 -0.27
C -2.762622 5.390075 6.310376 -0.2 0.3 -1.0 -0.66
C -2.100084 4.206626 6.547497 0.5 -1.9 0.5 -0.28
C -1.715136 3.285335 5.527483 -0.7 1.1 -0.2 -0.38
N 0.182679 -0.110481 2.646994 0.3 -4.1 0.2 -0.25
N 0.370862 -1.144879 1.860921 -2.0 3.3 -0.2 -0.12
C 1.059842 -2.204719 2.402649 0.8 -0.1 1.8 0.26
C 1.495778 -2.099383 3.756575 -0.4 1.0 -0.7 -0.12
C 2.155783 -3.155726 4.320684 -0.7 0.5 0.9 -0.61
C 2.327630 -4.334018 3.622834 0.8 -0.9 -0.3 -0.39
C 1.945109 -4.455237 2.293060 -0.8 0.4 0.1 -0.63
C 1.217452 -3.404636 1.691758 0.9 -0.4 0.3 0.05
H -1.882981 3.030371 2.185473 0.2 -1.0 0.6 0.19
H -3.021498 5.053955 2.971632 -0.5 0.1 -1.1 0.34
H -3.563271 6.574284 4.805631 -0.3 0.1 -0.6 0.32
H -3.019676 6.186713 7.029859 0.3 -0.9 -0.1 0.33
H -1.932698 3.852124 7.575627 0.2 0.4 -0.4 0.28
H -1.197103 2.344008 5.749451 -0.3 0.6 0.0 0.36
H 1.234658 -1.133623 4.288690 0.6 -1.5 -0.7 0.37
H 2.376181 -3.052427 5.376110 0.4 -0.4 0.0 0.35
H 2.789197 -5.181510 4.126442 0.0 0.1 -0.1 0.34
H 2.117108 -5.386888 1.744985 -0.1 0.4 0.2 0.36
H 0.804680 -3.607582 0.702233 0.0 0.6 0.1 0.25
C 0.398142 4.276522 -1.264228 0.5 -1.9 -1.3 -1.29
C 1.524315 3.177647 -1.190288 -0.5 0.6 1.0 0.09
O 1.070857 1.864808 -0.896741 -2.9 0.4 1.2 -0.04
H 0.960540 5.170172 -1.410473 0.0 1.0 0.0 0.41
H -0.217321 4.322162 -0.376139 0.2 0.0 0.5 0.31
H -0.305049 4.128904 -2.101179 0.4 0.0 0.1 0.32
H 2.131334 3.523210 -0.340975 0.2 -0.2 -0.2 0.17
H 2.190693 3.055672 -2.053385 -0.5 0.6 -0.1 0.16
H 0.138284 1.982067 -0.413335 2.4 -0.8 -1.0 -0.08
Cl 0.771477 -0.034209 -6.511372 -0.3 -0.1 -0.6 -0.34
Si 2.054802 0.620412 -4.968089 -0.4 0.3 1.2 0.12
Cl 3.386546 1.996531 -5.991459 0.2 0.1 -0.4 -0.41
Cl 3.357263 -1.126407 -4.906212 0.4 -0.3 0.0 -0.37



2.
72
Properties=species:S:1:pos:R:3:forces:R:3:mulliken_charge:R:1 method="wB97M-V/def2-TZVPD" smiles="CCP(CC)[C@@H](CCF)OCCOCC[C@@H]1CO1.O=C1C=C(O)C(=O)C=C1O.O=C1C=C(O)C(=O)C=C1O" orbital_gap_ev=5.68 e_homo_ev=-7.381 total_energy_ha=-2241.3009 e_lumo_ev=-1.697
C 0.667822 -0.503245 1.392510 0.8 0.8 -0.9 -0.77
C 0.695269 -1.236049 -0.110309 -1.6 0.1 1.2 -0.15
P 1.854245 -0.167124 -1.192268 1.6 -0.1 0.7 -0.13
C 2.598838 -1.133059 -2.660009 -0.7 -1.6 -0.9 -0.36
C 1.738310 -1.060559 -4.053592 1.2 -0.8 -0.6 -0.80
C 1.045941 1.482571 -1.709666 -1.0 1.1 0.3 0.11
C 1.942843 2.409844 -2.728887 -0.1 0.8 0.7 -0.57
C 3.564806 2.217819 -2.592837 0.0 1.1 -1.4 -0.34
F 4.075545 2.249972 -1.200805 -1.3 -0.3 -3.0 -0.30
O -0.364785 1.337771 -2.202900 0.7 2.5 -0.1 -0.28
C -0.927247 2.689626 -2.433563 -0.2 0.8 0.0 -0.33
C -2.555032 2.787911 -2.279505 0.1 0.3 -0.7 -0.47
O -3.240765 1.513515 -2.019819 -1.6 2.0 -0.9 -0.28
C -4.677828 1.822962 -2.306975 -0.6 1.0 1.3 -0.46
C -5.716134 1.021902 -1.323538 0.2 -2.2 -2.5 -0.37
C -6.109023 -0.404005 -2.325458 0.3 -1.8 4.0 0.18
C -7.412245 -1.357518 -1.710384 0.9 -0.2 -2.6 -0.80
O -5.818967 -1.784549 -1.674014 -0.8 4.8 -4.3 -0.34
H 0.674712 -1.270579 2.275959 -0.3 1.4 -1.8 0.31
H 1.682019 0.121399 1.443784 -2.2 -1.3 0.2 0.27
H -0.211707 0.280255 1.457536 1.9 -2.0 0.0 0.14
H 1.091070 -2.333894 0.097617 -0.7 2.3 -1.1 0.09
H -0.404924 -1.211048 -0.526766 2.1 -0.5 0.8 0.36
H 3.753199 -0.862266 -2.794163 -2.7 -0.4 0.2 0.30
H 2.601812 -2.281679 -2.334125 0.0 2.5 -0.4 0.14
H 0.579394 -1.209774 -3.911867 2.4 0.6 -0.1 0.17
H 2.113537 -1.959210 -4.739744 -0.8 1.9 1.3 0.36
H 2.038463 -0.079252 -4.615946 -1.0 -1.7 1.0 0.16
H 0.935282 2.121912 -0.706942 0.5 -1.5 -1.9 0.26
H 1.529348 2.277324 -3.838769 1.3 0.0 2.3 0.24
H 1.724712 3.552284 -2.459296 0.4 -2.5 -0.5 0.31
H 4.059020 3.155181 -3.142630 -1.0 -2.0 1.4 0.32
H 3.901260 1.278985 -3.216788 -0.4 1.6 1.9 0.16
H -0.472718 3.481826 -1.664798 -0.8 -1.8 -1.5 0.24
H -0.667351 3.106620 -3.517015 -0.4 -1.1 2.2 0.17
H -2.995521 3.206372 -3.302591 1.1 -0.7 2.1 0.28
H -2.827994 3.545810 -1.426624 0.5 -1.4 -1.5 0.25
H -4.976407 1.642400 -3.424095 0.8 0.2 1.9 0.29
H -4.824116 2.977178 -2.102259 0.1 -2.2 -0.4 0.32
H -5.242678 0.593604 -0.341452 -1.0 1.0 -2.0 0.27
H -6.727526 1.591857 -1.178448 2.1 -1.1 -0.2 0.30
H -6.021068 -0.266672 -3.571262 -0.3 -0.7 3.6 0.26
H -7.873902 -1.263175 -2.809997 1.2 -1.0 0.7 0.13
H -7.530257 -2.504795 -1.730807 -0.9 1.6 1.3 0.39
C 3.053366 -4.705387 1.569616 0.1 0.1 -0.4 -0.75
C 3.439028 -5.395583 2.644612 -1.3 0.4 1.3 0.37
C 4.650435 -6.261161 2.614595 0.8 -0.7 0.3 0.76
O 4.990728 -6.868530 3.623711 -0.5 0.5 -0.6 -0.61
C 5.398351 -6.356281 1.351198 -0.1 -0.1 0.4 -0.87
C 5.010531 -5.668710 0.275333 1.3 -0.5 -1.3 0.31
C 3.815355 -4.782021 0.313678 -0.8 0.7 -0.3 1.02
O 3.494270 -4.148324 -0.686067 0.4 -0.6 0.5 -0.56
O 5.707233 -5.755591 -0.915992 -1.4 0.6 1.2 -0.58
O 2.726357 -5.330620 3.827828 1.5 -0.6 -1.2 -0.57
H 2.176195 -4.070707 1.578141 0.1 0.0 0.0 0.37
H 6.266458 -7.002776 1.338021 0.0 0.0 0.0 0.41
H 5.230954 -5.165778 -1.540316 0.2 -0.2 0.3 0.34
H 3.206113 -5.915686 4.453776 -0.2 0.2 -0.2 0.35
C -1.954101 2.558107 3.777394 0.3 -0.1 -0.2 -0.86
C -2.590998 3.263720 4.713980 -1.8 -0.5 -0.2 0.34
C -1.854607 4.185988 5.622157 0.2 0.7 0.8 0.83
O -2.469530 4.835495 6.460621 0.2 -0.6 -0.7 -0.61
C -0.393511 4.276744 5.475323 -0.4 0.1 0.2 -0.82
C 0.243596 3.568429 4.540963 1.9 0.4 0.2 0.26
C -0.496163 2.667488 3.615114 -0.2 -0.7 -0.8 0.82
O 0.114964 2.043217 2.754319 -0.2 0.9 0.9 -0.44
O 1.616898 3.646890 4.399253 -1.9 -0.6 -0.4 -0.59
O -3.960863 3.164135 4.874213 1.8 0.7 0.4 -0.57
H -2.477199 1.885733 3.109112 0.0 0.0 0.0 0.51
H 0.131472 4.937204 6.153499 0.0 0.0 0.0 0.42
H 1.837355 3.043626 3.656304 -0.1 0.2 0.3 0.34
H -4.181940 3.771931 5.613122 0.1 -0.2 -0.3 0.35



3.
63
Properties=species:S:1:pos:R:3:forces:R:3:nbo_charge:R:1 method="wB97M-V/def2-TZVPD" smiles="CC(C)C[C@@H](CSc1ccccc1)N1CCN(CCc2ccccc2)CCC1=O" relative_energy_kcal_mol=0.0 orbital_gap_ev=8.92 e_homo_ev=-8.264 total_energy_ha=-1555.9880 e_lumo_ev=0.656
C -0.834293 -4.576941 0.765460 0.1 0.2 -0.1 -0.62
H -1.080913 -4.491375 -0.289395 -0.1 -0.1 -0.1 0.23
H -0.016607 -5.288143 0.859423 0.1 -0.1 0.0 0.21
H -1.695383 -4.973372 1.299770 -0.1 -0.1 0.1 0.20
C -0.420636 -3.225174 1.341865 -0.2 -0.1 0.2 -0.22
C 0.138588 -3.398515 2.753053 0.0 0.1 -0.3 -0.60
H -0.620645 -3.817601 3.409906 -0.1 -0.1 0.1 0.20
H 0.457219 -2.443114 3.165574 0.0 0.1 0.1 0.20
H 0.993657 -4.070625 2.745978 0.1 -0.1 0.1 0.21
C -1.591296 -2.235933 1.377730 0.3 -0.1 -0.4 -0.41
H -1.287365 -1.338888 1.922135 0.0 0.1 0.1 0.21
H -2.421373 -2.684918 1.927248 -0.1 0.0 0.1 0.21
C -2.103442 -1.833673 -0.007704 -0.3 -0.2 0.1 -0.07
N -1.098221 -1.139676 -0.799571 -0.2 -0.1 0.2 -0.46
C -0.644314 -1.752742 -1.918553 0.1 0.1 -0.3 0.70
O -1.051143 -2.847249 -2.270684 0.0 -0.4 -0.2 -0.64
C 0.406238 -1.012690 -2.720379 0.1 -0.3 -0.1 -0.51
H 0.036016 -0.032662 -3.024430 0.0 0.0 0.0 0.23
H 0.582961 -1.611795 -3.614791 -0.1 0.0 0.1 0.24
C 1.728011 -0.834186 -1.964671 -0.1 0.2 -0.1 -0.21
N 1.705881 0.349461 -1.130291 0.0 0.0 0.0 -0.45
C 0.842848 0.208474 0.022678 -0.2 0.2 -0.2 -0.23
C -0.634857 0.165973 -0.383576 0.4 0.2 0.2 -0.24
H -1.235934 0.465166 0.474110 0.1 0.0 -0.2 0.24
H -0.794406 0.898908 -1.181751 0.0 0.0 0.1 0.21
H 0.992150 1.085751 0.656587 0.0 0.0 0.0 0.20
H 1.075296 -0.690796 0.616792 0.0 0.1 0.1 0.17
C 3.012518 0.889271 -0.828922 0.1 -0.2 0.1 -0.19
H 3.517046 1.087640 -1.779010 0.0 0.1 0.1 0.20
C 3.930135 0.004859 0.045603 -0.2 0.2 -0.2 -0.47
C 5.237726 0.702121 0.265551 0.0 -0.1 0.1 0.09
C 6.287387 0.537071 -0.629678 0.0 0.0 0.0 -0.25
C 7.479659 1.215578 -0.452883 0.1 0.0 -0.1 -0.19
C 7.637835 2.073430 0.622145 0.1 0.1 0.0 -0.23
C 6.597281 2.247541 1.518498 0.0 0.1 0.1 -0.20
C 5.406086 1.567826 1.339271 0.0 0.0 0.0 -0.25
H 4.597408 1.705374 2.043579 -0.1 0.0 0.1 0.21
H 6.714752 2.914391 2.360450 0.0 0.0 0.1 0.21
H 8.568786 2.602716 0.761807 0.1 0.0 0.0 0.21
H 8.288333 1.074070 -1.155197 0.1 0.0 -0.1 0.21
H 6.169891 -0.133717 -1.469348 0.0 -0.1 -0.1 0.21
H 3.440613 -0.183996 1.002752 0.0 -0.1 0.0 0.21
H 4.093373 -0.949619 -0.457937 0.0 -0.1 0.1 0.21
H 2.866331 1.849737 -0.325679 0.1 0.0 0.0 0.20
H 2.527430 -0.704276 -2.697841 0.0 -0.1 0.0 0.21
H 1.939324 -1.752648 -1.389716 0.1 0.0 -0.1 0.17
C -3.422245 -1.057441 0.060597 -0.1 0.2 0.2 -0.51
H -4.236858 -1.755017 0.256725 0.0 0.0 -0.1 0.22
H -3.598601 -0.544493 -0.883730 0.0 -0.1 0.0 0.23
S -3.484470 0.216524 1.387309 -0.2 -0.1 0.0 0.21
C -4.348550 1.539935 0.581875 0.2 -0.3 0.1 -0.18
C -5.401018 1.309914 -0.292715 0.0 0.1 0.0 -0.19
C -6.044998 2.383088 -0.882570 -0.1 0.0 -0.1 -0.21
C -5.659263 3.680373 -0.590792 0.0 0.1 0.0 -0.22
C -4.623126 3.906024 0.300945 -0.1 0.1 0.0 -0.20
C -3.965127 2.840586 0.885203 0.0 -0.1 0.0 -0.23
H -3.153540 3.003968 1.577728 0.1 0.0 0.0 0.22
H -4.320601 4.915359 0.537111 0.0 0.1 0.0 0.22
H -6.168169 4.512755 -1.052879 0.0 0.1 0.0 0.22
H -6.860251 2.200663 -1.567132 -0.1 0.0 -0.1 0.21
H -5.726813 0.303447 -0.508310 0.0 -0.1 0.0 0.21
H -2.317569 -2.741939 -0.583555 0.0 0.2 0.2 0.26
H 0.367587 -2.812386 0.702505 0.0 0.0 0.0 0.19